1.
Here is one molecule with the formula C18H22ClN5O3S at a distorted geometry from the Open Molecules 2025 dataset. Energies are from wB97M-V/def2-TZVPD.

Each line ends with the Löwdin charge.
CARTESIAN COORDINATES (ANGSTROEM)
C: 0.16571 3.39341 -0.74664  -0.045
C: 0.16376 2.46536 -1.95772  -0.196
N: 0.72851 1.18113 -1.63191  -0.017
C: 2.04126 0.83214 -1.47707  -0.307
C: 3.20397 1.73287 -1.63228  -0.006
C: 3.75550 2.11005 -0.24308  -0.461
O: 3.90237 3.26380 0.09019  0.071
N: 4.03268 1.01177 0.49389  0.134
C: 4.53595 0.93559 1.79458  -0.213
C: 5.00425 2.04680 2.49028  -0.004
C: 5.50653 1.90037 3.76983  -0.098
C: 5.54380 0.64655 4.35771  -0.685
Cl: 6.17623 0.46667 5.95688  0.661
C: 5.07856 -0.46784 3.67621  -0.105
C: 4.57739 -0.32040 2.39858  -0.016
N: 2.12882 -0.41230 -1.08837  0.050
N: 0.88832 -0.91671 -0.97986  0.028
C: 0.05741 0.03680 -1.29849  -0.617
S: -1.67481 -0.07795 -1.33023  1.001
C: -1.85130 -1.78505 -0.70513  -0.334
C: -3.07676 -1.90980 0.18692  -0.526
O: -2.95384 -2.13324 1.37434  0.065
N: -4.28375 -1.74975 -0.39621  -0.065
C: -4.57831 -1.57613 -1.79994  -0.140
C: -5.41243 -2.77273 -2.28224  -0.185
O: -6.58855 -2.91147 -1.52416  -0.128
C: -6.29529 -3.09175 -0.15538  -0.178
C: -5.48903 -1.91322 0.39596  -0.104
H: 1.17941 3.57572 -0.39674  0.067
H: -0.28510 4.34408 -1.01592  0.080
H: -0.40934 2.95309 0.06465  0.083
H: 0.74161 2.90290 -2.77715  0.125
H: -0.85927 2.29356 -2.30339  0.096
H: 3.99569 1.21341 -2.17593  0.134
H: 2.94069 2.64712 -2.16207  0.120
H: 3.73247 0.12405 0.09270  0.112
H: 4.97051 3.01992 2.02977  0.102
H: 5.86984 2.76047 4.30954  0.106
H: 5.10869 -1.43965 4.14280  0.105
H: 4.20968 -1.18224 1.86113  0.117
H: -1.88369 -2.46558 -1.55606  0.090
H: -0.96105 -1.98474 -0.10986  0.076
H: -3.67326 -1.48546 -2.39521  0.088
H: -5.16754 -0.65915 -1.91926  0.136
H: -5.72890 -2.62806 -3.31631  0.129
H: -4.80691 -3.69039 -2.21034  0.132
H: -7.25603 -3.17459 0.35378  0.128
H: -5.72503 -4.02223 -0.01298  0.133
H: -5.19603 -2.09141 1.43076  0.126
H: -6.08338 -0.99577 0.32941  0.135

Kohn-Sham gap	8.74	eV
SMILES	CCn1c(CC(=O)Nc2ccc(Cl)cc2)nnc1SCC(=O)N1CCOCC1
relative energy (zero: lowest compared OMol25 entry of this formula, charge and spin)	0.0	kcal/mol
E_tot	-55974.4856	eV

2.
Here is one molecule with the formula C18H22ClN5O4S from the Open Molecules 2025 dataset. Energies are from wB97M-V/def2-TZVPD.

Each line ends with the Löwdin charge.
CARTESIAN COORDINATES (ANGSTROEM)
C: -0.18115 -3.29453 -2.99264  -0.055
C: 1.30166 -2.97644 -3.09018  -0.278
C: 2.19659 -4.03383 -2.39734  -0.093
N: 3.17125 -3.24814 -1.62287  -0.017
C: 3.49736 -3.44796 -0.32869  -0.390
O: 3.84209 -2.54571 0.42728  0.045
C: 3.47389 -4.86794 0.19472  -0.165
C: 3.42699 -5.02761 1.60107  -0.013
C: 3.43628 -6.28621 2.11309  -0.572
Cl: 3.36097 -6.52854 3.82087  0.738
C: 3.51371 -7.40307 1.24192  -0.169
C: 3.53951 -8.75800 1.63521  -0.027
C: 3.62630 -9.71918 0.67116  -0.124
N: 3.69173 -9.45847 -0.66067  0.074
C: 3.66977 -8.21106 -1.03545  -0.069
C: 3.57848 -7.11743 -0.13449  -0.186
N: 3.55338 -5.86101 -0.64754  0.180
C: 3.20868 -1.89612 -2.17993  -0.069
C: 1.74234 -1.62946 -2.47740  -0.232
N: 1.07983 -1.30255 -1.22416  0.135
C: -0.06835 -0.59008 -1.19345  -0.471
O: -0.68325 -0.25854 -2.19071  0.069
C: -0.61831 -0.26470 0.19829  -0.289
C: -1.64237 -1.34135 0.54805  -0.035
N: 0.47429 -0.10860 1.16473  -0.110
S: 0.54231 -0.57633 2.73920  0.568
C: 1.29020 -2.17473 2.67991  -0.142
O: 1.48419 0.32281 3.33839  -0.295
O: -0.77370 -0.73059 3.28302  -0.295
H: -0.49502 -3.34988 -1.94802  0.076
H: -0.77905 -2.52898 -3.48370  0.080
H: -0.39477 -4.25883 -3.45673  0.083
H: 1.57719 -2.93056 -4.14724  0.141
H: 2.70595 -4.67330 -3.11768  0.122
H: 1.61840 -4.67651 -1.73804  0.116
H: 3.40250 -4.15488 2.23546  0.105
H: 3.49277 -9.02517 2.68099  0.092
H: 3.64784 -10.76744 0.94123  0.107
H: 3.72379 -7.99001 -2.09666  0.118
H: 3.78744 -1.90926 -3.10615  0.137
H: 3.66369 -1.20434 -1.47747  0.129
H: 1.57591 -0.80861 -3.17431  0.156
H: 1.59262 -1.40225 -0.35961  0.121
H: -1.14500 0.68468 0.08512  0.153
H: -2.32433 -1.43276 -0.29613  0.093
H: -1.16125 -2.30936 0.70315  0.078
H: -2.20239 -1.08589 1.44102  0.071
H: 1.03928 0.72152 1.04756  0.124
H: 1.38704 -2.51168 3.71068  0.078
H: 0.64300 -2.85205 2.12550  0.064
H: 2.26448 -2.07949 2.20350  0.043

Kohn-Sham gap	8.80	eV
SMILES	C[C@@H]1CN(C(=O)c2cc(Cl)c3ccncc3n2)C[C@@H]1NC(=O)[C@@H](C)NS(C)(=O)=O
relative energy (zero: lowest compared OMol25 entry of this formula, charge and spin)	8.3	kcal/mol
E_tot	-58022.5479	eV

What is the Kohn-Sham gap in the first record? 8.74 eV

What did the first record say?
Here is one molecule with the formula C18H22ClN5O3S at a distorted geometry from the Open Molecules 2025 dataset. Energies are from wB97M-V/def2-TZVPD.

Each line ends with the Löwdin charge.
CARTESIAN COORDINATES (ANGSTROEM)
C: 0.16571 3.39341 -0.74664  -0.045
C: 0.16376 2.46536 -1.95772  -0.196
N: 0.72851 1.18113 -1.63191  -0.017
C: 2.04126 0.83214 -1.47707  -0.307
C: 3.20397 1.73287 -1.63228  -0.006
C: 3.75550 2.11005 -0.24308  -0.461
O: 3.90237 3.26380 0.09019  0.071
N: 4.03268 1.01177 0.49389  0.134
C: 4.53595 0.93559 1.79458  -0.213
C: 5.00425 2.04680 2.49028  -0.004
C: 5.50653 1.90037 3.76983  -0.098
C: 5.54380 0.64655 4.35771  -0.685
Cl: 6.17623 0.46667 5.95688  0.661
C: 5.07856 -0.46784 3.67621  -0.105
C: 4.57739 -0.32040 2.39858  -0.016
N: 2.12882 -0.41230 -1.08837  0.050
N: 0.88832 -0.91671 -0.97986  0.028
C: 0.05741 0.03680 -1.29849  -0.617
S: -1.67481 -0.07795 -1.33023  1.001
C: -1.85130 -1.78505 -0.70513  -0.334
C: -3.07676 -1.90980 0.18692  -0.526
O: -2.95384 -2.13324 1.37434  0.065
N: -4.28375 -1.74975 -0.39621  -0.065
C: -4.57831 -1.57613 -1.79994  -0.140
C: -5.41243 -2.77273 -2.28224  -0.185
O: -6.58855 -2.91147 -1.52416  -0.128
C: -6.29529 -3.09175 -0.15538  -0.178
C: -5.48903 -1.91322 0.39596  -0.104
H: 1.17941 3.57572 -0.39674  0.067
H: -0.28510 4.34408 -1.01592  0.080
H: -0.40934 2.95309 0.06465  0.083
H: 0.74161 2.90290 -2.77715  0.125
H: -0.85927 2.29356 -2.30339  0.096
H: 3.99569 1.21341 -2.17593  0.134
H: 2.94069 2.64712 -2.16207  0.120
H: 3.73247 0.12405 0.09270  0.112
H: 4.97051 3.01992 2.02977  0.102
H: 5.86984 2.76047 4.30954  0.106
H: 5.10869 -1.43965 4.14280  0.105
H: 4.20968 -1.18224 1.86113  0.117
H: -1.88369 -2.46558 -1.55606  0.090
H: -0.96105 -1.98474 -0.10986  0.076
H: -3.67326 -1.48546 -2.39521  0.088
H: -5.16754 -0.65915 -1.91926  0.136
H: -5.72890 -2.62806 -3.31631  0.129
H: -4.80691 -3.69039 -2.21034  0.132
H: -7.25603 -3.17459 0.35378  0.128
H: -5.72503 -4.02223 -0.01298  0.133
H: -5.19603 -2.09141 1.43076  0.126
H: -6.08338 -0.99577 0.32941  0.135

Kohn-Sham gap	8.74	eV
SMILES	CCn1c(CC(=O)Nc2ccc(Cl)cc2)nnc1SCC(=O)N1CCOCC1
relative energy (zero: lowest compared OMol25 entry of this formula, charge and spin)	0.0	kcal/mol
E_tot	-55974.4856	eV

What did the first record say?
Here is one molecule with the formula C18H22ClN5O3S at a distorted geometry from the Open Molecules 2025 dataset. Energies are from wB97M-V/def2-TZVPD.

Each line ends with the Löwdin charge.
CARTESIAN COORDINATES (ANGSTROEM)
C: 0.16571 3.39341 -0.74664  -0.045
C: 0.16376 2.46536 -1.95772  -0.196
N: 0.72851 1.18113 -1.63191  -0.017
C: 2.04126 0.83214 -1.47707  -0.307
C: 3.20397 1.73287 -1.63228  -0.006
C: 3.75550 2.11005 -0.24308  -0.461
O: 3.90237 3.26380 0.09019  0.071
N: 4.03268 1.01177 0.49389  0.134
C: 4.53595 0.93559 1.79458  -0.213
C: 5.00425 2.04680 2.49028  -0.004
C: 5.50653 1.90037 3.76983  -0.098
C: 5.54380 0.64655 4.35771  -0.685
Cl: 6.17623 0.46667 5.95688  0.661
C: 5.07856 -0.46784 3.67621  -0.105
C: 4.57739 -0.32040 2.39858  -0.016
N: 2.12882 -0.41230 -1.08837  0.050
N: 0.88832 -0.91671 -0.97986  0.028
C: 0.05741 0.03680 -1.29849  -0.617
S: -1.67481 -0.07795 -1.33023  1.001
C: -1.85130 -1.78505 -0.70513  -0.334
C: -3.07676 -1.90980 0.18692  -0.526
O: -2.95384 -2.13324 1.37434  0.065
N: -4.28375 -1.74975 -0.39621  -0.065
C: -4.57831 -1.57613 -1.79994  -0.140
C: -5.41243 -2.77273 -2.28224  -0.185
O: -6.58855 -2.91147 -1.52416  -0.128
C: -6.29529 -3.09175 -0.15538  -0.178
C: -5.48903 -1.91322 0.39596  -0.104
H: 1.17941 3.57572 -0.39674  0.067
H: -0.28510 4.34408 -1.01592  0.080
H: -0.40934 2.95309 0.06465  0.083
H: 0.74161 2.90290 -2.77715  0.125
H: -0.85927 2.29356 -2.30339  0.096
H: 3.99569 1.21341 -2.17593  0.134
H: 2.94069 2.64712 -2.16207  0.120
H: 3.73247 0.12405 0.09270  0.112
H: 4.97051 3.01992 2.02977  0.102
H: 5.86984 2.76047 4.30954  0.106
H: 5.10869 -1.43965 4.14280  0.105
H: 4.20968 -1.18224 1.86113  0.117
H: -1.88369 -2.46558 -1.55606  0.090
H: -0.96105 -1.98474 -0.10986  0.076
H: -3.67326 -1.48546 -2.39521  0.088
H: -5.16754 -0.65915 -1.91926  0.136
H: -5.72890 -2.62806 -3.31631  0.129
H: -4.80691 -3.69039 -2.21034  0.132
H: -7.25603 -3.17459 0.35378  0.128
H: -5.72503 -4.02223 -0.01298  0.133
H: -5.19603 -2.09141 1.43076  0.126
H: -6.08338 -0.99577 0.32941  0.135

Kohn-Sham gap	8.74	eV
SMILES	CCn1c(CC(=O)Nc2ccc(Cl)cc2)nnc1SCC(=O)N1CCOCC1
relative energy (zero: lowest compared OMol25 entry of this formula, charge and spin)	0.0	kcal/mol
E_tot	-55974.4856	eV